Entry 1:
Below is a cluster of 2 separate species, C7H17NO in total at a distorted geometry, with properties calculated with ωB97M-V/def2-TZVPD.

Last column: Mulliken charge in e.
Geometry (Å):
1 C -0.8379 1.8497 -0.2526  -0.348
2 C -0.8106 2.0274 -1.8614  -1.159
3 C -1.4669 -0.7044 -0.8000  -0.938
4 C -0.4482 0.7113 2.5529  -1.068
5 C -1.3056 0.0192 1.5230  0.611
6 O -2.0245 -0.9906 1.4691  -0.665
7 N -0.9708 0.4346 0.1708  0.146
8 H 0.0478 2.2180 0.2613  0.362
9 H -1.5663 2.4900 0.3214  0.329
10 H -1.7841 2.0141 -2.5067  0.349
11 H 0.0626 1.4541 -2.5145  0.228
12 H -1.8880 -1.6225 -0.3172  0.303
13 H -0.1194 1.6869 2.8232  0.430
14 H -0.8043 3.2011 -2.1522  0.313
15 H -1.8751 -0.1110 -1.6000  0.397
16 H -0.4674 -1.1026 -1.1918  0.187
17 H -1.2595 0.8304 3.3962  0.329
18 H 0.5116 0.0917 2.7881  0.237
19 C 2.1292 -1.1724 0.1720  -0.277
20 C 2.1466 -2.3165 -0.7350  -1.110
21 H 2.5362 -1.4959 1.1599  0.329
22 H 2.6959 -0.4454 -0.3543  0.216
23 H 1.0913 -0.7483 0.5227  -0.122
24 H 3.0228 -2.9745 -0.5772  0.344
25 H 2.0273 -2.1894 -1.8208  0.328
26 H 1.3573 -3.1552 -0.4771  0.250

The value obtained for the energy above the lowest of the compared OMol25 structures with the same formula, charge and spin is 537.68 kJ/mol. The maximum force comes out at 0.119 hartree/bohr. The total charge is 0. The HOMO energy is -8.493 eV. As for the HOMO-LUMO gap: 9.28 eV. The SMILES is CCN(C)C(C)=O.CC.

Entry 2:
Below is a cluster of 3 separate species, C4H15NO3 in total at a distorted geometry, with properties calculated with ωB97M-V/def2-TZVPD.

Last column: Mulliken charge in e.
Geometry (Å):
1 C 0.6751 0.1765 0.4526  -0.614
2 N -0.5197 -0.5066 -0.1209  -0.237
3 C -1.6117 0.3162 -0.4931  -0.509
4 O -1.5271 1.0096 -1.7608  -0.547
5 C 1.9528 -0.2315 -0.2605  -0.442
6 C 1.9753 0.2632 -1.7140  -1.091
7 H 0.6413 -0.0978 1.5107  0.272
8 H 0.5339 1.2606 0.4159  0.363
9 H -0.2585 -1.2458 -0.7676  0.214
10 H -2.4929 -0.2858 -0.5825  0.324
11 H -1.7328 1.0837 0.2799  0.371
12 H -0.6002 1.2499 -1.9011  0.312
13 H 2.8371 0.1279 0.2723  0.353
14 H 1.9872 -1.3214 -0.3074  0.287
15 H 1.8012 1.3238 -1.9003  0.296
16 H 1.2968 -0.3364 -2.3109  0.298
17 H 2.9388 0.0110 -2.1539  0.341
18 H 0.0100 2.0099 6.3484  0.320
19 H 0.0083 1.1406 7.5978  0.319
20 O -0.0458 1.0938 6.6376  -0.639
21 H -2.7982 -3.1032 -2.9847  0.296
22 H -2.7361 -1.6621 -3.4430  0.315
23 O -2.3349 -2.2761 -2.8144  -0.603

The value obtained for the energy above the lowest of the compared OMol25 structures with the same formula, charge and spin is 87.80 kJ/mol. The maximum force comes out at 0.023 hartree/bohr. The total charge is 0. The HOMO energy is -8.672 eV. As for the HOMO-LUMO gap: 9.55 eV. The SMILES is CCCNCO.O.O.

Entry 3:
Below is a structure of composition C16H29F3O3Sb at a distorted geometry, with properties calculated with ωB97M-V/def2-TZVPD.

Last column: Mulliken charge in e.
Geometry (Å):
1 C -1.6535 1.4431 3.6344  -0.610
2 C -0.4585 0.8756 3.6813  -0.204
3 C 0.7403 1.6871 3.3349  0.603
4 O 0.8499 2.8673 3.5512  -0.613
5 O 1.6745 0.9514 2.7031  -0.271
6 C 2.3927 1.6365 1.6589  -0.238
7 C 3.4187 0.6894 1.0680  -0.996
8 C 2.8090 -0.4427 0.2087  1.066
9 C 3.3247 -0.4925 -1.2482  -1.261
10 C 2.3082 -0.0944 -2.3228  -0.227
11 C 0.9454 -0.7937 -2.1996  -1.361
12 Sb -0.7037 0.5557 -1.5730  0.870
13 C -0.4110 1.4630 -3.5946  -0.501
14 C -1.3517 1.4816 -4.5610  -0.633
15 C -1.0759 -0.4776 0.3563  -0.177
16 C -2.4791 -1.0699 0.5047  -0.590
17 C -2.5307 -2.4518 1.1695  -0.958
18 C -1.6895 -3.5347 0.4914  -0.129
19 O -1.0271 -4.3876 1.4355  -0.568
20 C -2.2440 2.1299 -0.9103  0.313
21 F -3.5091 1.6697 -0.6597  -0.293
22 F -1.8590 2.7484 0.2495  -0.278
23 F -2.4191 3.1495 -1.7970  -0.304
24 H -1.7623 2.5167 3.7063  0.266
25 H -2.5302 0.8207 3.5061  0.259
26 H -0.3200 -0.1703 3.9240  0.346
27 H 1.6710 1.9441 0.8965  0.021
28 H 2.8659 2.5467 2.0300  0.437
29 H 4.1226 1.2955 0.4947  0.435
30 H 3.9374 0.2385 1.9186  0.239
31 H 3.0750 -1.3867 0.6892  0.410
32 H 1.7215 -0.3772 0.2517  -0.846
33 H 3.7507 -1.4758 -1.4618  0.363
34 H 4.1629 0.2118 -1.3070  0.455
35 H 2.7368 -0.3792 -3.2905  0.206
36 H 2.1994 0.9952 -2.3488  0.281
37 H 0.9980 -1.6584 -1.5333  0.318
38 H 0.6548 -1.1402 -3.1941  0.603
39 H -1.9411 -0.4594 -2.3038  -0.132
40 H 0.5275 1.6024 -0.8371  -0.171
41 H 0.5968 1.8262 -3.8177  0.301
42 H -1.2418 0.9242 -5.4967  0.219
43 H -2.2786 2.0494 -4.4705  0.255
44 H -0.8701 0.2597 1.1347  -0.465
45 H -0.3058 -1.2466 0.4620  0.458
46 H -3.0519 -0.3926 1.1451  0.262
47 H -3.0059 -1.0738 -0.4568  0.382
48 H -2.2410 -2.3530 2.2208  0.339
49 H -3.5770 -2.7827 1.1763  0.435
50 H -2.3380 -4.1486 -0.1435  0.301
51 H -0.9077 -3.1044 -0.1303  0.074
52 H -1.7005 -4.6856 2.0548  0.309

The maximum force comes out at 0.038 hartree/bohr. The total charge is -1. The HOMO energy is -3.847 eV. As for the HOMO-LUMO gap: 6.74 eV.

Entry 4:
Below is an isolated molecule of C5H4O2, with properties calculated with ωB97M-V/def2-TZVPD.

Last column: Mulliken charge in e.
Geometry (Å):
1 O -0.3833 1.4856 1.5131  -0.464
2 C -0.2116 0.7925 0.5507  0.436
3 O 2.1644 0.4209 0.6219  -0.614
4 C 1.0786 -0.2346 0.4991  0.461
5 C 0.4864 -1.1397 -0.5580  -0.495
6 C -0.6367 -0.5875 -1.2011  -0.270
7 C -1.0075 0.6132 -0.6633  -0.380
8 H 0.9408 -1.0589 1.2983  0.126
9 H 0.7276 -2.1994 -0.5888  0.377
10 H -1.1312 -1.0849 -2.0303  0.403
11 H -1.7198 1.3276 -1.0598  0.419

The value obtained for the energy above the lowest of the compared OMol25 structures with the same formula, charge and spin is 457.89 kJ/mol. The maximum force comes out at 0.013 hartree/bohr. The total charge is 0. The HOMO energy (alpha / beta) is -8.449 / -8.481 eV. As for the HOMO-LUMO gap (alpha / beta): 5.92 / 5.90 eV.

Entry 5:
Below is a structure of composition C15H33CuN5O8 at a distorted geometry, with properties calculated with ωB97M-V/def2-TZVPD.

Last column: Mulliken charge in e.
Geometry (Å):
1 Cu 0.0327 -0.2652 0.4627  2.523
2 C -1.1564 -2.4620 1.2650  0.671
3 O -1.6716 -3.4695 1.7528  -0.781
4 O -0.7887 -2.3652 -0.0180  -1.346
5 O -0.8901 -1.3768 1.9389  -0.697
6 C 3.2162 2.4616 1.1702  -0.959
7 C 2.4008 2.2048 -0.0796  0.443
8 O 1.6333 1.2660 -0.1458  -0.688
9 N 2.4880 3.1019 -1.0833  -0.165
10 C 1.6791 3.0017 -2.2669  -0.785
11 H 3.0578 3.4784 1.5300  0.373
12 H 4.2796 2.2883 0.9977  0.377
13 H 2.8683 1.7405 1.9023  -0.055
14 H 3.1639 3.8411 -1.0218  0.239
15 H 2.0081 2.2284 -2.9627  0.261
16 H 1.7356 3.9527 -2.8057  0.387
17 H 0.6281 2.8717 -2.0118  0.174
18 C -4.2694 0.8553 -0.4016  -1.782
19 C -3.0257 0.0007 -0.4131  0.627
20 O -1.9035 0.5120 -0.3255  -0.642
21 N -3.1425 -1.3277 -0.5460  0.214
22 C -4.3484 -2.0880 -0.4212  -1.147
23 H -4.9243 0.6221 -1.2465  0.497
24 H -3.9623 1.8896 -0.5589  0.344
25 H -4.8419 0.8181 0.5229  0.358
26 H -2.2456 -1.8418 -0.5125  0.208
27 H -4.4616 -2.5302 0.5723  0.296
28 H -4.3090 -2.9487 -1.0974  0.330
29 H -5.2179 -1.5015 -0.7071  0.421
30 C -1.8511 2.6180 3.1291  -1.279
31 C -0.5608 1.8593 2.8812  0.646
32 O -0.2637 1.4456 1.7722  -0.117
33 N 0.1661 1.4998 3.9750  -0.112
34 C 1.0547 0.3563 3.9760  -0.835
35 H -2.2052 2.4766 4.1497  0.426
36 H -2.6145 2.2977 2.4297  0.158
37 H -1.6950 3.6946 3.0019  0.318
38 H -0.0585 1.9496 4.8441  0.211
39 H 0.8404 -0.2491 4.8652  0.355
40 H 2.0956 0.6683 4.0943  0.268
41 H 0.8759 -0.2932 3.1254  0.175
42 C 1.0067 -2.3087 -3.1605  -1.242
43 C 0.3254 -0.9881 -2.8842  0.680
44 O 0.2638 -0.5207 -1.7534  -0.077
45 N -0.2421 -0.3598 -3.9323  -0.217
46 C -1.0051 0.8801 -3.8193  -0.721
47 H 1.2591 -2.4603 -4.2128  0.438
48 H 0.3042 -3.0835 -2.8453  0.239
49 H 1.9136 -2.4003 -2.5728  0.208
50 H -0.1879 -0.7539 -4.8538  0.207
51 H -0.5085 1.6749 -4.3898  0.304
52 H -1.0682 1.1916 -2.7821  0.076
53 H -1.9841 0.7461 -4.2802  0.319
54 O 2.0040 -1.2441 0.9663  -0.488
55 C 2.4825 -2.3544 0.7200  0.581
56 N 1.8043 -3.3016 0.0554  -0.175
57 C 3.9417 -2.6207 1.0091  -1.437
58 H 0.7987 -3.0887 -0.1553  0.214
59 H 2.2064 -4.2106 -0.0735  0.179
60 H 4.3114 -3.4179 0.3624  0.412
61 H 4.0623 -2.9556 2.0391  0.313
62 H 4.4953 -1.7061 0.8299  0.279

The value obtained for the energy above the lowest of the compared OMol25 structures with the same formula, charge and spin is 0.00 kJ/mol. The maximum force comes out at 0.037 hartree/bohr. The total charge is 0. The HOMO energy (alpha / beta) is -7.321 / -7.235 eV. As for the HOMO-LUMO gap (alpha / beta): 7.87 / 7.57 eV. As for the spin multiplicity: 2.

Entry 6:
Below is the ion C15H23N2O3 with charge +1, with properties calculated with ωB97M-V/def2-TZVPD.

Last column: Mulliken charge in e.
Geometry (Å):
1 C -5.4968 -1.2947 0.9979  -0.957
2 H -5.6989 -2.3593 0.8949  0.262
3 H -6.3560 -0.7271 0.6329  0.381
4 H -5.3196 -1.0607 2.0510  0.382
5 O -4.3462 -1.0480 0.2147  -0.376
6 C -3.8996 0.2333 0.0949  0.618
7 C -4.4246 1.3273 0.7720  -0.502
8 C -3.8826 2.5870 0.5806  -0.654
9 C -2.8192 2.7746 -0.2828  -0.857
10 C -2.2934 1.6875 -0.9611  -0.387
11 C -2.8216 0.4200 -0.7849  0.731
12 C -2.2781 -0.7797 -1.5223  -1.184
13 N -1.7753 -1.7850 -0.6010  -0.042
14 C -0.6246 -1.7582 0.0350  0.716
15 O -0.2797 -2.5459 0.9131  -0.725
16 C 0.4268 -0.6866 -0.3512  -0.843
17 N 1.5717 -0.9927 0.5194  0.005
18 H 1.1452 -1.8375 1.0637  0.475
19 C 2.8559 -1.3167 -0.1297  -1.154
20 H 2.6990 -1.9246 -1.0201  0.288
21 H 3.4606 -1.8822 0.5828  0.550
22 C 3.5598 0.0136 -0.4558  0.482
23 C 5.0619 -0.1347 -0.7368  -0.802
24 H 5.2857 -0.0855 -1.7986  0.402
25 H 5.4269 -1.0853 -0.3473  0.333
26 C 5.6683 1.0309 0.0476  -0.553
27 H 6.6892 0.8405 0.3642  0.360
28 C 4.7059 1.1464 1.2240  -0.479
29 H 4.6611 2.1429 1.6613  0.292
30 H 4.9491 0.4171 2.0072  0.288
31 O 3.4186 0.8569 0.6830  -0.491
32 H 5.6435 1.9434 -0.5471  0.276
33 H 3.0453 0.5069 -1.2905  0.272
34 H 1.8030 -0.2120 1.1546  0.431
35 H 0.0270 0.3120 -0.1719  0.323
36 H 0.6954 -0.7849 -1.4032  0.259
37 H -2.4684 -2.4358 -0.2495  0.287
38 H -3.0821 -1.2491 -2.0928  0.351
39 H -1.4891 -0.4786 -2.2133  0.516
40 H -1.4787 1.8304 -1.6572  0.486
41 H -2.4054 3.7586 -0.4338  0.400
42 H -4.3027 3.4271 1.1109  0.395
43 H -5.2572 1.2085 1.4456  0.445

The value obtained for the energy above the lowest of the compared OMol25 structures with the same formula, charge and spin is 0.00 kJ/mol. The maximum force comes out at 0.016 hartree/bohr. The total charge is +1. The HOMO energy is -11.386 eV. As for the HOMO-LUMO gap: 9.15 eV. The SMILES is COc1ccccc1CNC(=O)C[NH2+]C[C@@H]1CCCO1.